(1)
{
  "formula": "C22H32N7O",
  "method": "the ωB97M-V functional and the def2-TZVPD basis",
  "symbols": ["C", "C", "C", "C", "C", "N", "C", "C", "N", "N", "N", "C", "C", "C", "C", "C", "C", "C", "C", "N", "C", "C", "C", "O", "N", "C", "C", "N", "C", "C", "H", "H", "H", "H", "H", "H", "H", "H", "H", "H", "H", "H", "H", "H", "H", "H", "H", "H", "H", "H", "H", "H", "H", "H", "H", "H", "H", "H", "H", "H", "H", "H"],
  "coordinates": [[-1.869191, -1.423635, 2.006502], [-2.910876, -2.502158, 1.728219], [-3.370244, -2.599997, 0.269526], [-4.535475, -3.581471, 0.163891], [-2.260440, -3.055411, -0.713184], [-1.648705, -4.286966, -0.283680], [-1.279925, -1.943276, -0.966439], [0.110532, -2.015665, -1.107010], [0.507230, -0.755949, -1.298930], [-0.569214, 0.013405, -1.258795], [-1.644575, -0.660445, -1.070076], [-0.229579, 1.445648, -1.079459], [-1.251999, 2.349644, -1.785533], [-2.151448, 2.765682, -0.650362], [-3.357977, 3.426233, -0.656014], [-3.975917, 3.678990, 0.563853], [-3.390693, 3.278200, 1.753146], [-2.171046, 2.614117, 1.766844], [-1.565032, 2.371065, 0.552035], [-0.324820, 1.773674, 0.301419], [1.211351, 1.417269, -1.622955], [1.728662, 0.000644, -1.299647], [2.299903, -0.074445, 0.151606], [1.553513, -0.478318, 1.029638], [3.539685, 0.356867, 0.351327], [4.496962, 0.811535, -0.635985], [5.689548, -0.173193, -0.667592], [6.292318, -0.349965, 0.628415], [5.315761, -0.730879, 1.622471], [4.125327, 0.243019, 1.681437], [-1.747536, -1.301570, 3.080211], [-0.892887, -1.675010, 1.595860], [-2.193297, -0.470524, 1.590255], [-3.796211, -2.273668, 2.324057], [-2.543848, -3.473541, 2.061369], [-3.698413, -1.609094, -0.059677], [-4.947334, -3.586446, -0.841910], [-5.326749, -3.305456, 0.854663], [-4.194633, -4.584536, 0.403748], [-2.761757, -3.257371, -1.670120], [-1.078948, -4.162446, 0.542650], [-1.104426, -4.729763, -1.011097], [0.785110, -2.845788, -1.079939], [-0.753365, 3.216393, -2.223538], [-1.783511, 1.816298, -2.572535], [-3.816754, 3.734928, -1.582029], [-4.924996, 4.190411, 0.581643], [-3.889354, 3.481134, 2.687882], [-1.713594, 2.301253, 2.691962], [0.074850, 1.148451, 0.989739], [1.807675, 2.194572, -1.148887], [1.201985, 1.584236, -2.701235], [2.425019, -0.400935, -2.037841], [4.049112, 0.905037, -1.622579], [4.855370, 1.799801, -0.326220], [5.335040, -1.151975, -1.007373], [6.441759, 0.185976, -1.370214], [6.795930, 0.482898, 0.913856], [4.948752, -1.729656, 1.366857], [5.797686, -0.780266, 2.598435], [3.359373, -0.116203, 2.367878], [4.461656, 1.234935, 1.998177]],
  "forces_ev_per_a": [[-0.078, -0.166, 0.127], [0.059, 0.272, -0.235], [-0.051, -0.282, -0.022], [0.144, 0.199, -0.025], [-0.493, 0.268, -0.068], [0.249, -0.069, -0.007], [0.468, -0.243, -0.129], [-0.367, 0.201, -0.055], [-0.483, -0.619, -0.130], [0.201, -0.520, -0.346], [-0.430, 0.256, 0.044], [0.180, 0.521, 0.002], [-0.115, 0.127, 0.119], [0.090, -0.175, 0.201], [0.088, -0.065, 0.096], [-0.146, 0.094, -0.021], [-0.024, -0.013, -0.019], [0.118, -0.050, -0.060], [-0.400, 0.275, -0.277], [0.248, 0.236, 0.402], [-0.058, 0.042, -0.167], [0.872, 0.271, 0.403], [-0.273, 0.040, -0.499], [-0.178, -0.135, 0.198], [0.123, 0.072, 0.189], [0.452, -0.248, -0.350], [-0.186, 0.368, -0.171], [0.312, 0.025, 0.044], [-0.245, 0.270, 0.168], [0.126, -0.381, 0.464], [0.078, 0.057, 0.091], [0.133, 0.070, -0.005], [0.034, 0.136, -0.022], [-0.028, -0.123, 0.018], [-0.083, -0.104, 0.087], [-0.020, -0.034, 0.037], [-0.096, -0.047, -0.126], [-0.108, 0.008, 0.062], [-0.025, -0.130, 0.030], [0.069, 0.028, 0.121], [0.035, -0.091, 0.045], [-0.010, -0.089, 0.040], [0.172, -0.112, 0.021], [0.100, -0.057, -0.049], [0.097, -0.026, -0.069], [-0.086, 0.047, -0.114], [-0.098, 0.056, 0.017], [-0.060, 0.025, 0.091], [0.051, -0.027, 0.141], [0.034, -0.096, -0.121], [-0.063, -0.054, -0.013], [0.004, -0.051, 0.032], [-0.158, 0.071, 0.041], [-0.060, 0.043, -0.020], [-0.062, -0.027, -0.095], [-0.014, 0.040, -0.099], [-0.039, -0.039, -0.048], [0.031, -0.070, -0.023], [-0.034, 0.001, 0.095], [-0.051, -0.058, 0.011], [0.071, 0.113, -0.053], [-0.019, -0.029, 0.002]],
  "smiles": "CC[C@H](C)[C@H](N)c1c[n+]2n(n1)[C@]1(Cc3ccccc3N1)C[C@H]2C(=O)N1CCNCC1",
  "homo_energy_ev": -10.80,
  "e_tot_ev": -35805.8553,
  "spin_multiplicity": 1,
  "charge": 1
}

***

(2)
{
  "formula": "C22H32N8O4SY",
  "method": "the ωB97M-V functional and the def2-TZVPD basis",
  "symbols": ["Y", "C", "C", "N", "N", "C", "N", "S", "C", "C", "C", "C", "C", "N", "H", "H", "H", "H", "H", "H", "H", "H", "H", "H", "C", "N", "C", "C", "O", "C", "O", "C", "C", "O", "N", "C", "C", "H", "H", "H", "H", "H", "H", "H", "H", "H", "H", "H", "H", "H", "H", "H", "H", "N", "C", "O", "C", "C", "C", "C", "N", "C", "H", "H", "H", "H", "H", "H"],
  "coordinates": [[-0.586455, 0.321263, 0.353698], [-2.267493, -0.127598, 4.801472], [-1.447662, 0.038929, 3.562232], [-1.991439, 0.233198, 2.411668], [-3.348418, 0.270759, 2.329497], [-3.981557, 0.622411, 1.181092], [-5.301483, 0.651671, 1.215622], [-3.139510, 0.992774, -0.238070], [0.038179, 0.002565, 3.585515], [0.748947, -0.145329, 4.767334], [2.138314, -0.126319, 4.749292], [2.785796, 0.023552, 3.537403], [2.011905, 0.137852, 2.395014], [0.677009, 0.133798, 2.398016], [-2.995973, 0.682985, 4.886067], [-1.681048, -0.115511, 5.710388], [-2.810407, -1.077440, 4.775359], [-3.895568, 0.061597, 3.152970], [-5.847774, 0.479324, 2.046912], [-5.805316, 0.905026, 0.379716], [0.243510, -0.265944, 5.711983], [2.698990, -0.223145, 5.669236], [3.864230, 0.051845, 3.472097], [2.493367, 0.239346, 1.427470], [-1.529006, -4.442788, 1.206030], [-0.265951, -4.038476, 0.585392], [0.705959, -5.105493, 0.331132], [-0.055129, -2.795808, 0.223448], [-0.880793, -1.865077, 0.435328], [1.269984, -2.454888, -0.447198], [1.259299, -1.104494, -0.899572], [1.280525, -0.914989, -2.323986], [0.098912, -0.058295, -2.737873], [-0.642789, 0.406592, -1.825886], [-0.085791, 0.197747, -4.005743], [0.807991, -0.336385, -5.036634], [-1.163480, 1.081112, -4.452459], [-1.331029, -4.903428, 2.172937], [-2.170375, -3.579097, 1.333969], [-2.029120, -5.172138, 0.569378], [0.431003, -5.971444, 0.925111], [0.702954, -5.404530, -0.718308], [1.713482, -4.808427, 0.618510], [2.074079, -2.557711, 0.286063], [1.476775, -3.144428, -1.265013], [2.188767, -0.371669, -2.589532], [1.282602, -1.871410, -2.846246], [0.882636, -1.421976, -4.975286], [0.401854, -0.092559, -6.012771], [1.801676, 0.105190, -4.947806], [-1.648681, 1.539852, -3.598638], [-0.746288, 1.854387, -5.095826], [-1.898030, 0.513101, -5.022636], [3.778232, 3.807857, -3.010341], [2.914049, 2.855515, -2.653593], [2.969526, 1.691141, -3.029203], [1.794622, 3.247604, -1.720422], [1.041563, 4.410564, -1.832165], [-0.051728, 4.575435, -0.994729], [-0.387121, 3.564009, -0.115512], [0.335388, 2.436187, 0.009831], [1.424618, 2.319071, -0.762267], [4.524263, 3.575904, -3.649548], [3.726896, 4.752278, -2.668683], [1.283095, 5.164351, -2.571633], [-0.653197, 5.472544, -1.037601], [-1.266454, 3.649874, 0.510198], [2.034066, 1.427588, -0.642200]],
  "forces_ev_per_a": [[-0.534, -0.524, 0.112], [0.004, 0.002, 0.022], [-0.252, 0.033, 0.013], [0.339, 0.086, -0.120], [-0.388, -0.021, 0.173], [0.189, -0.028, 0.078], [-0.077, 0.035, 0.027], [-0.174, 0.077, -0.089], [0.271, -0.037, 0.081], [-0.167, 0.032, -0.011], [0.065, 0.015, -0.154], [0.009, -0.025, 0.129], [-0.011, 0.033, -0.124], [0.114, -0.079, 0.410], [0.022, 0.011, 0.019], [0.013, -0.012, 0.012], [0.007, -0.001, -0.003], [0.019, -0.008, 0.041], [0.029, -0.024, 0.005], [-0.002, 0.010, -0.026], [-0.014, 0.014, 0.000], [-0.016, -0.009, 0.009], [-0.005, -0.009, -0.023], [-0.015, 0.013, -0.008], [-0.126, -0.052, 0.059], [-0.090, 0.083, -0.021], [0.164, -0.112, -0.146], [0.009, -0.191, 0.076], [0.170, -0.428, 0.026], [0.039, 0.080, 0.074], [-0.276, 0.013, 0.097], [0.084, 0.120, -0.046], [-0.019, -0.041, 0.009], [0.045, -0.058, -0.596], [-0.017, 0.000, 0.027], [0.237, -0.103, -0.063], [-0.123, 0.097, -0.060], [0.053, 0.017, -0.013], [0.008, 0.021, -0.021], [0.036, 0.010, -0.021], [-0.019, 0.024, 0.039], [-0.048, 0.023, 0.014], [-0.036, 0.020, 0.030], [0.016, -0.045, -0.018], [0.030, 0.009, -0.010], [0.071, 0.004, -0.017], [-0.057, -0.023, 0.044], [-0.041, 0.020, 0.018], [-0.044, 0.041, 0.018], [-0.025, 0.024, 0.005], [0.013, -0.021, 0.022], [0.040, -0.017, 0.017], [0.039, -0.039, 0.011], [0.018, 0.059, -0.130], [-0.040, -0.066, 0.122], [-0.008, 0.003, 0.049], [0.037, 0.029, 0.026], [0.026, -0.102, 0.087], [-0.026, 0.080, -0.005], [-0.028, 0.029, 0.095], [0.557, 0.961, -0.252], [0.010, 0.090, -0.092], [-0.018, -0.009, -0.005], [0.016, -0.026, 0.056], [0.000, 0.007, 0.008], [-0.033, -0.029, -0.009], [-0.010, -0.013, -0.002], [-0.063, -0.070, -0.077]],
  "homo_energy_ev": -17.24,
  "e_tot_ev": -55305.6759,
  "spin_multiplicity": 1,
  "charge": 3
}